ORCA calculation (ωB97M-V/def2-TZVPD) on the molecule C20H31N3O3S.

```
58
C20H31N3O3S ωB97M-V/def2-TZVPD
C 4.4252 -6.0727 -1.7917
C 3.1248 -5.6452 -1.1195
C 2.7597 -4.2067 -1.4332
S 1.2013 -3.8206 -0.5863
O 1.4422 -3.8379 0.8290
O 0.1833 -4.6995 -1.0972
N 0.9674 -2.2316 -1.0720
C 0.1704 -2.0718 -2.2712
C -1.3307 -2.1747 -1.9974
C -1.7809 -1.2500 -0.8583
C -1.7460 0.2166 -1.2811
O -1.0716 0.6055 -2.2193
N -2.5132 1.0876 -0.5817
C -3.3499 0.8428 0.5657
C -2.7243 1.4710 1.8288
N -1.7680 2.4820 1.4325
C -1.2286 3.2240 2.5539
C -0.0206 4.0196 2.1366
C 0.9191 3.4476 1.2871
C 2.0367 4.1619 0.8977
C 2.2318 5.4539 1.3585
C 1.3017 6.0283 2.2069
C 0.1786 5.3152 2.5909
C -2.3316 3.3234 0.3961
C -2.4118 2.5018 -0.8982
C -0.8753 -1.4679 0.3634
C 0.5928 -1.3054 -0.0251
H 5.2503 -5.4467 -1.4601
H 4.3424 -5.9885 -2.8728
H 4.6554 -7.1054 -1.5438
H 2.3037 -6.2847 -1.4484
H 3.2103 -5.7472 -0.0362
H 2.5944 -4.0461 -2.4942
H 3.4894 -3.4987 -1.0526
H 0.4684 -2.8545 -2.9698
H 0.4015 -1.0928 -2.6973
H -1.8731 -1.9253 -2.9104
H -1.5567 -3.2055 -1.7192
H -2.8106 -1.5210 -0.6045
H -4.3213 1.3123 0.3661
H -3.5179 -0.2200 0.7203
H -2.1934 0.7174 2.4178
H -3.5305 1.8868 2.4626
H -0.9258 2.4947 3.3141
H -1.9830 3.8895 3.0123
H 0.7546 2.4429 0.9287
H 2.7590 3.7104 0.2337
H 3.1054 6.0120 1.0558
H 1.4471 7.0360 2.5680
H -0.5480 5.7699 3.2500
H -1.6789 4.1840 0.2447
H -3.3300 3.7004 0.6840
H -3.2746 2.8122 -1.4994
H -1.5085 2.6275 -1.4971
H -1.1180 -0.7638 1.1588
H -1.0140 -2.4857 0.7365
H 1.2352 -1.5137 0.8306
H 0.7847 -0.2936 -0.3932
```

The value obtained for the LUMO energy is 0.75 eV. Its charge is 0. The energy relative to the best compared isomer or geometry (same formula, charge and spin) comes out at 2.0652 eV. The total energy is -42691.4621 eV.